--- i ---
The following is a quantum chemistry calculation of one molecule with the formula C4H7F, from the OMol25 dataset.

Atoms and positions in Å:
C -1.6616 -0.2602 -0.3688
C -0.4422 0.3372 0.2822
C 0.8427 -0.4752 0.3394
C 2.0209 0.1832 -0.0393
F 3.2917 -0.1944 -0.1702
H -2.5120 0.6194 -0.2341
H -1.2902 -0.6146 -1.3669
H -2.1028 -1.2121 0.3272
H -0.6762 0.7214 1.3894
H -0.1664 1.2110 -0.4119
H 0.7777 -1.5514 0.5487
H 1.9185 1.2358 -0.2956

Properties
SMILES string   CC/C=C/F
Orbital gap   0.3813 hartree

--- ii ---
The following is a quantum chemistry calculation of a 2-piece molecular cluster, C4H7F overall, from the OMol25 dataset.

Atoms and positions in Å:
C 1.9093 -0.9866 1.2034
C 0.6729 -1.0126 0.7294
C -1.6047 0.4811 -0.8230
C -0.1999 1.0034 -0.6613
F -0.2287 -1.9412 0.8612
H 2.3872 -1.7295 1.7070
H 2.4710 -0.1082 0.8891
H -2.1044 0.1968 0.1383
H -1.6772 -0.3084 -1.4349
H -2.2627 1.4324 -1.1530
H 0.1768 1.7931 0.0896
H 0.4603 1.1797 -1.5458

Properties
Orbital gap (alpha / beta)   0.3472 / 0.3168 hartree

Which structure is the most stable? The one labeled i.

--- i ---
The following is a quantum chemistry calculation of one molecule with the formula CH4IP, from the OMol25 dataset.

Atoms and positions in Å:
P 0.7447 -1.0656 -0.1541
C -0.2611 0.4430 -0.2140
I -2.3664 0.1312 0.1356
H 1.9010 -0.4596 0.0631
H 0.2998 -1.3154 1.2622
H 0.1492 1.3264 0.2647
H -0.4672 0.9401 -1.3575

Properties
SMILES string   PCI
Orbital gap   0.3543 hartree

--- ii ---
The following is a quantum chemistry calculation of CH4IP as an isolated structure, from the OMol25 dataset.

Atoms and positions in Å:
C -0.0706 -0.2572 -0.4530
P -0.2600 0.7828 0.9357
I -1.2860 0.2036 -2.0735
H 0.8858 -0.7371 -0.5826
H -0.9161 -1.9224 0.2840
H 0.9552 0.2378 1.3533
H 0.6918 1.6925 0.5360

Properties
Orbital gap (alpha / beta)   0.3006 / 0.3108 hartree

Which structure is the most stable? The one labeled i.

--- i ---
The following is a quantum chemistry calculation of a 2-piece molecular cluster, C3H10S3 overall, from the OMol25 dataset.

Atoms and positions in Å:
C 1.2028 -1.6934 0.2602
C 1.5055 -1.6345 -1.2075
S 0.1658 -2.5587 -2.1231
H 1.0862 -2.7157 0.6124
H 2.0833 -1.3767 0.8414
H 0.3971 -1.0526 0.6077
H 2.4110 -2.1679 -1.4090
H 1.5080 -0.7018 -1.7514
H 0.7871 -2.5862 -3.3093
C -1.9265 2.5376 0.4399
S -1.2028 0.9524 0.9044
S 0.6439 1.7461 1.6043
H -1.4678 3.0049 -0.4242
H -2.9943 2.3203 0.3328
H -1.9370 3.2094 1.2732
H 0.5100 2.9805 1.1064

Properties
SMILES string   CCS.CSS
Orbital gap   0.3215 hartree

--- ii ---
The following is a quantum chemistry calculation of a 2-piece molecular cluster, C3H10S3 overall, from the OMol25 dataset.

Atoms and positions in Å:
C 0.9934 0.8049 2.0747
S 0.1417 1.3771 0.5922
C 1.4532 1.2766 -0.6419
H 1.8146 0.1403 1.8066
H 0.2711 0.2864 2.7080
H 1.4232 1.6172 2.6513
H 2.0598 2.1732 -0.6392
H 2.0883 0.4107 -0.4403
H 1.0017 1.1202 -1.6167
C -2.2952 -0.9628 -1.4706
S -1.0121 -2.2624 -1.5990
S -0.2759 -2.4814 0.2804
H -2.4278 -0.6620 -0.4351
H -3.2169 -1.4481 -1.8002
H -2.0561 -0.1516 -2.1598
H 0.0370 -1.2383 0.6895

Properties
SMILES string   CSC.CSS
Orbital gap   0.3284 hartree

Which structure is the most stable? The one labeled ii.

--- i ---
The following is a quantum chemistry calculation of C3H3N3OS as an isolated structure, from the OMol25 dataset.

Atoms and positions in Å:
C -0.3131 0.3694 -0.1909
C 0.7042 1.2450 0.3383
C -0.0330 -0.9552 0.0814
H -2.6840 1.0670 -0.1837
H 0.4470 2.2310 0.1565
H -1.6812 -1.8227 -0.5748
N 2.4232 -0.7252 0.5727
N 1.4462 -1.3301 0.4585
N -0.6406 -2.0693 -0.3033
O 1.9740 0.9224 0.7389
S -1.6428 1.0676 -1.0935

Properties
Orbital gap   0.3232 hartree

--- ii ---
The following is a quantum chemistry calculation of one molecule with the formula C3H3N3OS, from the OMol25 dataset.

Atoms and positions in Å:
O -0.2852 -1.6592 1.3387
C 0.0054 -0.5489 0.9867
S 0.6176 0.6891 2.0924
N -0.1269 -0.1576 -0.3884
N 0.1821 1.0488 -0.8630
C -0.0844 0.9616 -2.1335
C -0.5590 -0.3348 -2.4170
N -0.5772 -1.0229 -1.2955
H 0.7304 1.6385 1.1759
H 0.0501 1.8191 -2.8201
H -0.8978 -0.7554 -3.3320

Properties
SMILES string   O=C(S)n1nccn1
Orbital gap   0.3838 hartree

Which structure is the most stable? The one labeled ii.

--- i ---
The following is a quantum chemistry calculation of one molecule with the formula C2H8N4, from the OMol25 dataset.

Atoms and positions in Å:
C -0.9940 -0.6876 1.1415
C -0.1433 -0.1229 -0.0124
N 0.8026 0.8024 0.0524
N 1.0234 1.3910 1.2829
N -0.4424 -0.6122 -1.2591
N 0.5577 -0.6962 -2.3090
H -0.9685 -1.9554 1.2187
H -0.4879 -0.2532 2.2373
H -2.1268 -0.1836 0.9602
H 0.1853 1.9682 1.6338
H 1.6729 2.1088 1.0642
H -0.6739 -1.5592 -1.2037
H 1.3449 -0.2373 -1.7538
H 0.2500 0.0371 -3.0529

Properties
SMILES string   C/C(=N\N)NN
Orbital gap   0.3293 hartree

--- ii ---
The following is a quantum chemistry calculation of one molecule with the formula C2H8N4, from the OMol25 dataset.

Atoms and positions in Å:
C -0.8982 -1.0226 -0.0405
C -1.4169 1.3359 -0.0256
N 1.8317 -0.0578 0.0535
N 3.2078 -0.0386 -0.0533
N 0.7986 0.7840 -0.0926
N -0.4224 0.3159 0.2388
H -0.1479 -1.7853 0.1645
H -1.7469 -1.2154 0.6165
H -1.2247 -1.1248 -1.0859
H -2.3044 1.1181 0.5665
H -1.0043 2.2959 0.2697
H -1.6907 1.3797 -1.0854
H 1.5042 -1.0008 0.3164
H 3.5142 -0.9843 0.1573

Properties
Orbital gap (alpha / beta)   0.2945 / 0.3012 hartree

Which structure is the most stable? The one labeled i.